[1]
A cluster of 8 separate species, C41H48F10N2O23S2 in total, computed with ωB97M-V/def2-TZVPD.

Results
* frontier orbital gap: 6.867 eV
* E_LUMO: -0.949 eV
* SMILES: CCSCc1nc2cc(O)c(CCC(F)(F)F)c(C[C@H](C)O)c2nc1CCCS.O=C1OC[C@@H](F)O1.O=C1OC[C@@H](F)O1.O=C1OC[C@@H](F)O1.O=C1OC[C@@H](F)O1.O=C1OC[C@@H](F)O1.O=C1OC[C@@H](F)O1.O=C1OC[C@@H](F)O1

Element x y z (Å)
C 0.48 2.35 4.21
C -0.08 0.82 4.46
S -1.83 0.76 3.78
C -1.91 -0.36 2.24
C -1.69 0.69 0.96
N -0.88 1.92 1.26
C -0.80 2.72 0.00
C 0.04 4.16 0.10
C 0.26 5.18 -1.20
O 1.05 6.43 -1.03
C -0.37 4.80 -2.70
C -0.15 5.77 -4.01
C -1.41 6.76 -4.35
C -2.46 7.00 -3.11
F -3.37 5.83 -2.86
F -3.38 8.11 -3.55
F -1.81 7.50 -1.86
C -1.21 3.36 -2.78
C -1.87 2.91 -4.23
C -0.82 2.00 -5.13
C 0.50 1.51 -4.27
O -0.39 2.85 -6.29
C -1.42 2.36 -1.46
N -2.21 1.11 -1.69
C -2.37 0.26 -0.46
C -3.28 -1.13 -0.66
C -4.68 -0.85 -1.48
C -5.45 0.54 -1.07
S -6.32 0.47 0.61
H 1.29 2.28 3.37
H 0.86 2.87 5.20
H -0.41 3.00 3.76
H -0.18 0.70 5.64
H 0.63 -0.02 4.07
H -1.04 -1.16 2.27
H -2.99 -0.83 2.27
H 0.53 4.45 1.13
H 1.96 6.15 -0.71
H 0.02 5.11 -4.99
H 0.85 6.39 -3.88
H -2.01 6.45 -5.34
H -0.94 7.82 -4.61
H -2.18 3.84 -4.90
H -2.83 2.24 -4.01
H -1.39 1.07 -5.61
H 1.17 0.82 -4.98
H 0.17 0.84 -3.36
H 1.19 2.40 -3.95
H 0.55 3.17 -6.07
H -2.61 -1.81 -1.38
H -3.41 -1.74 0.33
H -4.38 -0.74 -2.63
H -5.47 -1.72 -1.39
H -4.78 1.51 -1.14
H -6.32 0.70 -1.87
H -6.92 1.75 0.76
O 3.10 -0.70 1.67
C 3.22 -1.60 2.47
O 4.41 -1.95 3.06
C 4.11 -2.95 4.01
C 2.83 -3.51 3.50
F 2.05 -3.93 4.52
O 2.20 -2.40 2.90
H 4.01 -2.48 5.00
H 4.90 -3.70 4.06
H 2.95 -4.31 2.77
O 4.48 -7.31 4.37
C 4.29 -7.03 5.54
O 4.44 -7.91 6.57
C 4.25 -7.17 7.76
C 3.43 -6.02 7.30
F 3.71 -4.91 8.02
O 3.88 -5.80 5.98
H 5.22 -6.87 8.16
H 3.73 -7.77 8.52
H 2.35 -6.20 7.29
O 4.13 4.97 -3.30
C 4.43 6.10 -2.98
O 4.60 7.13 -3.87
C 4.82 8.29 -3.10
C 5.33 7.74 -1.82
F 4.97 8.53 -0.78
O 4.66 6.51 -1.70
H 3.88 8.84 -2.99
H 5.54 8.95 -3.59
H 6.42 7.58 -1.80
O 1.25 -5.28 0.62
C 0.05 -5.09 0.66
O -0.73 -5.28 1.77
C -2.02 -4.83 1.43
C -2.03 -4.94 -0.06
F -2.81 -3.98 -0.61
O -0.69 -4.67 -0.41
H -2.15 -3.80 1.78
H -2.79 -5.46 1.89
H -2.32 -5.92 -0.43
O 8.82 -7.96 6.27
C 8.28 -8.72 5.48
O 8.75 -8.98 4.22
C 7.92 -10.00 3.70
C 6.67 -9.86 4.50
F 6.07 -11.05 4.67
O 7.14 -9.41 5.75
H 8.41 -10.97 3.84
H 7.75 -9.86 2.63
H 5.96 -9.13 4.09
O -3.84 4.58 -11.34
C -3.67 5.13 -10.26
O -4.00 4.57 -9.06
C -3.52 5.46 -8.06
C -3.45 6.76 -8.80
F -2.45 7.53 -8.32
O -3.14 6.37 -10.12
H -2.54 5.12 -7.71
H -4.21 5.50 -7.21
H -4.39 7.32 -8.80
O -3.56 -3.02 2.96
C -4.76 -3.24 2.95
O -5.34 -4.27 2.27
C -6.71 -4.26 2.62
C -6.92 -2.85 3.05
F -7.86 -2.78 4.02
O -5.68 -2.49 3.61
H -6.88 -4.98 3.43
H -7.34 -4.54 1.77
H -7.17 -2.17 2.23

[2]
A structure of composition C41H49BN9S5Ti, computed with ωB97M-V/def2-TZVPD.

Results
* frontier orbital gap (spin up / spin down): 6.899 / 5.138 eV
* charge: +2
* ⟨S²⟩: 0.84
* spin multiplicity: 2
* E_LUMO (spin up / spin down): -6.121 / -7.938 eV

Element x y z (Å)
Ti 0.06 0.15 -0.22
C 1.60 -4.21 3.51
C 1.45 -3.95 2.05
C 1.00 -4.90 1.19
C 0.82 -4.59 -0.18
N 1.15 -3.42 -0.66
N 1.63 -2.46 0.15
B 1.96 -1.18 -0.57
N 3.21 -0.44 0.00
N 4.29 -1.23 0.02
C 5.41 -0.78 0.52
C 5.50 0.55 0.99
C 4.41 1.38 0.95
C 4.44 2.78 1.44
C 3.21 0.82 0.43
S 1.77 1.75 0.42
C 6.60 -1.71 0.58
C 6.28 -3.05 -0.07
C 6.96 -1.93 2.06
C 7.78 -1.06 -0.16
N 2.29 -1.49 -2.07
N 3.09 -2.53 -2.32
C 3.51 -2.74 -3.54
C 3.15 -1.85 -4.58
C 2.32 -0.80 -4.35
C 1.90 0.18 -5.40
C 1.86 -0.65 -3.01
S 0.77 0.60 -2.58
C 4.40 -3.93 -3.83
C 3.85 -4.69 -5.04
C 5.81 -3.39 -4.16
C 4.48 -4.88 -2.64
C 1.73 -2.65 1.52
S 2.15 -1.38 2.53
C 0.23 -5.60 -1.15
C -1.17 -5.98 -0.66
C 1.15 -6.83 -1.15
C 0.12 -5.01 -2.56
H 1.44 -5.26 3.74
H 2.60 -3.91 3.85
H 0.88 -3.61 4.08
H 0.74 -5.89 1.56
H 6.43 0.91 1.41
H 5.45 3.08 1.71
H 4.06 3.46 0.67
H 3.79 2.89 2.31
H 5.45 -3.54 0.44
H 5.99 -2.91 -1.11
H 7.15 -3.70 -0.03
H 6.12 -2.36 2.60
H 7.80 -2.63 2.12
H 7.25 -1.01 2.56
H 7.52 -0.82 -1.19
H 8.12 -0.15 0.34
H 8.62 -1.75 -0.18
H 3.55 -2.00 -5.58
H 2.27 -0.13 -6.37
H 0.81 0.26 -5.43
H 2.28 1.17 -5.16
H 3.95 -4.13 -5.97
H 4.40 -5.62 -5.16
H 2.79 -4.94 -4.91
H 5.79 -2.71 -5.02
H 6.24 -2.86 -3.31
H 6.46 -4.22 -4.42
H 3.58 -5.50 -2.59
H 5.34 -5.55 -2.76
H 4.59 -4.35 -1.70
H -1.14 -6.50 0.30
H -1.80 -5.10 -0.55
H -1.64 -6.65 -1.38
H 1.10 -7.37 -0.20
H 0.83 -7.52 -1.94
H 2.18 -6.55 -1.33
H -0.52 -4.13 -2.56
H 1.11 -4.71 -2.93
H -0.30 -5.75 -3.23
S -1.43 -1.94 -0.01
C -1.41 -1.13 1.49
N -0.78 0.04 1.58
C -0.79 0.54 2.88
C -0.25 1.74 3.33
C -0.34 2.05 4.68
C -0.96 1.19 5.58
C -1.52 0.00 5.14
C -1.44 -0.30 3.79
S -2.07 -1.72 2.97
H 0.24 2.42 2.64
H 0.08 2.98 5.04
H -0.99 1.44 6.63
H -2.01 -0.67 5.83
N -2.84 1.19 -3.00
C -2.46 0.31 -2.07
N -1.71 0.87 -1.13
C -1.62 2.22 -1.48
C -0.98 3.28 -0.84
C -1.00 4.51 -1.47
C -1.66 4.69 -2.70
C -2.34 3.66 -3.32
C -2.31 2.43 -2.68
H -3.42 0.99 -3.80
H -2.73 -0.73 -2.09
H -0.52 3.15 0.13
H -0.51 5.35 -1.01
H -1.64 5.67 -3.16
H -2.87 3.81 -4.24

[3]
A structure of composition C41H49BaN4O4P2S, computed with ωB97M-V/def2-TZVPD.

Results
* frontier orbital gap: 5.841 eV
* charge: +1
* E_LUMO: -2.993 eV

Element x y z (Å)
Ba -0.23 -0.09 0.04
C 3.17 -2.75 6.66
C 2.79 -2.08 5.37
C 3.67 -1.33 4.64
C 3.29 -0.67 3.44
C 4.29 0.14 2.86
N 4.22 1.23 2.15
C 3.09 2.11 1.86
C 2.84 3.10 3.00
C 1.82 4.17 2.60
N 0.48 3.62 2.41
C -0.62 4.08 2.93
C -1.90 3.53 2.74
C -3.02 4.14 3.36
C -4.27 3.61 3.26
C -5.48 4.25 3.91
C -4.41 2.42 2.52
C -3.38 1.77 1.88
C -3.73 0.52 1.18
N -2.99 -0.16 0.41
C -3.44 -1.45 -0.08
C -2.54 -2.62 0.41
C -2.17 -2.55 1.89
N -0.86 -1.93 2.11
C -0.26 -2.16 3.20
C 1.07 -1.71 3.64
C 1.50 -2.24 4.84
C 1.98 -0.88 2.86
O 1.70 -0.44 1.71
C -2.05 2.33 1.97
O -1.03 1.80 1.43
H 4.17 -2.45 6.98
H 3.17 -3.83 6.56
H 2.48 -2.49 7.46
H 4.69 -1.20 4.99
H 5.31 -0.16 3.08
H 5.11 1.57 1.81
H 2.23 1.49 1.65
H 3.33 2.63 0.93
H 3.77 3.63 3.24
H 2.51 2.58 3.90
H 2.13 4.64 1.66
H 1.76 4.94 3.36
H 0.32 2.80 1.80
H -0.52 4.96 3.57
H -2.86 5.04 3.94
H -5.18 5.08 4.54
H -6.01 3.53 4.53
H -6.17 4.62 3.16
H -5.40 1.98 2.46
H -4.75 0.18 1.39
H -3.42 -1.42 -1.18
H -4.47 -1.63 0.23
H -1.63 -2.73 -0.19
H -3.11 -3.53 0.22
H -2.16 -3.54 2.36
H -2.93 -1.97 2.42
H -0.72 -2.84 3.93
H 0.80 -2.86 5.39
C -2.87 3.32 -1.66
P -1.72 2.07 -2.35
C -0.93 3.03 -3.69
C -2.82 0.99 -3.35
C -4.09 1.43 -3.75
C -4.91 0.67 -4.57
C -4.45 -0.55 -5.03
C -3.20 -1.01 -4.65
C -2.37 -0.27 -3.80
P -0.79 -1.01 -3.21
C -0.97 -2.77 -3.70
C 0.48 -0.45 -4.40
H -3.37 3.93 -2.42
H -2.29 3.99 -1.03
H -3.62 2.84 -1.04
H -1.68 3.47 -4.35
H -0.27 2.39 -4.26
H -0.32 3.82 -3.25
H -4.45 2.39 -3.41
H -5.88 1.04 -4.85
H -5.07 -1.15 -5.69
H -2.87 -1.97 -5.03
H -0.97 -2.93 -4.78
H -1.88 -3.20 -3.28
H -0.12 -3.32 -3.28
H 0.13 -0.51 -5.43
H 1.36 -1.09 -4.28
H 0.78 0.56 -4.16
O 6.00 -2.21 -4.86
C 5.35 -2.40 -3.69
O 5.44 -3.46 -3.14
C 4.52 -1.28 -3.17
C 4.26 -0.09 -3.86
C 3.47 0.90 -3.31
C 2.89 0.75 -2.04
S 1.82 1.96 -1.38
C 3.18 -0.44 -1.34
C 3.97 -1.43 -1.90
H 5.88 -1.31 -5.18
H 4.65 0.08 -4.86
H 3.27 1.80 -3.87
H 2.79 -0.57 -0.34
H 4.17 -2.35 -1.36

[4]
A structure of composition C41H50As4MnN3O2, computed with ωB97M-V/def2-TZVPD.

Results
* frontier orbital gap (spin up / spin down): 7.247 / 7.943 eV
* charge: +1
* ⟨S²⟩: 8.75
* spin multiplicity: 6
* E_LUMO (spin up / spin down): -2.907 / -2.998 eV

Element x y z (Å)
Mn 0.37 -0.67 0.11
O 2.22 -4.31 0.51
C 1.62 -3.31 0.17
O 1.60 -2.17 0.75
C 0.76 -3.39 -1.10
C 0.72 -4.57 -1.83
C -0.04 -4.61 -2.99
C -0.72 -3.47 -3.39
C -0.63 -2.34 -2.59
N 0.09 -2.30 -1.47
H 1.28 -5.42 -1.47
H -0.09 -5.51 -3.59
H -1.32 -3.45 -4.28
H -1.17 -1.44 -2.86
C -1.24 3.13 -0.69
As -0.87 1.32 -1.32
C -2.71 0.83 -1.76
C -0.19 1.60 -3.15
C 1.24 2.11 -3.44
C 1.21 2.53 -4.92
C 2.30 1.01 -3.32
As 2.52 0.07 -1.60
C 4.06 0.94 -0.77
C 3.42 -1.52 -2.28
C 1.56 3.32 -2.55
As 2.87 4.67 -3.21
C 2.65 5.83 -1.64
C 4.58 3.89 -2.64
H -0.34 3.63 -0.37
H -1.94 3.05 0.15
H -1.71 3.71 -1.48
H -3.08 1.43 -2.58
H -3.32 1.01 -0.87
H -2.79 -0.23 -2.00
H -0.90 2.30 -3.59
H -0.34 0.65 -3.67
H 0.84 1.71 -5.54
H 2.20 2.79 -5.29
H 0.56 3.39 -5.08
H 3.27 1.40 -3.62
H 2.06 0.21 -4.03
H 4.87 1.08 -1.48
H 4.39 0.30 0.05
H 3.77 1.90 -0.35
H 4.28 -1.23 -2.89
H 2.73 -2.10 -2.89
H 3.75 -2.13 -1.44
H 1.85 3.00 -1.54
H 0.66 3.93 -2.44
H 1.67 6.32 -1.68
H 3.41 6.61 -1.66
H 2.74 5.27 -0.71
H 4.84 3.03 -3.25
H 4.56 3.60 -1.59
H 5.35 4.65 -2.78
N 2.84 3.11 6.22
C 2.52 2.56 5.26
C 2.12 1.87 4.07
C 1.88 2.59 2.90
C 1.48 1.88 1.78
N 1.33 0.55 1.77
C 1.59 -0.13 2.89
C 1.98 0.49 4.07
H 1.99 3.66 2.87
H 1.27 2.39 0.85
H 1.48 -1.21 2.82
H 2.18 -0.10 4.95
C -0.07 -4.19 4.97
C -0.04 -4.60 3.65
C -0.60 -3.81 2.66
C -1.19 -2.59 2.99
C -1.20 -2.17 4.32
C -0.65 -2.97 5.31
As -1.76 -1.40 1.58
C -2.68 0.00 2.53
C -2.25 1.31 2.38
C -2.88 2.35 3.06
C -3.95 2.07 3.89
C -4.39 0.76 4.05
C -3.76 -0.27 3.38
C -3.16 -2.29 0.57
C -2.84 -3.44 -0.15
C -3.80 -4.04 -0.96
C -5.07 -3.49 -1.07
C -5.38 -2.34 -0.36
C -4.43 -1.74 0.45
H 0.37 -4.81 5.74
H 0.43 -5.54 3.38
H -0.54 -4.14 1.63
H -1.65 -1.22 4.60
H -0.67 -2.65 6.34
H -1.40 1.53 1.74
H -2.53 3.37 2.94
H -4.45 2.88 4.42
H -5.22 0.55 4.71
H -4.10 -1.29 3.52
H -1.85 -3.87 -0.11
H -3.54 -4.94 -1.51
H -5.81 -3.96 -1.70
H -6.37 -1.90 -0.44
H -4.70 -0.84 1.00

It is found that the relative energy (zero: lowest compared OMol25 entry of this formula, charge and spin) values, taken in the order of the records, are 1833.7 146.5 30.8 0.0 kJ/mol.